Record 1
ORCA calculation (ωB97M-V with the def2-TZVPD basis set) on one molecule with the formula C6H7BrNO2P.

Summary:
LUMO in eV: -0.27
E_HOMO in eV: -8.671
ΔE to the lowest compared entry with this formula, charge and spin in kJ/mol: 188.0
Gap between HOMO and LUMO in eV: 8.40
SMILES: [O-]/[N+](O)=C\CC/C(Br)=C\C#P

Geometry as ORCA input:
```
! wB97M-V def2-TZVPD RIJCOSX def2/J DEFGRID3
* xyz 0 1
O 0.327 -2.237 -0.319
N 0.181 -1.747 0.803
O -0.840 -2.357 1.584
C 0.779 -0.728 1.253
C 1.611 0.082 0.322
C 0.695 0.504 -0.889
C -0.132 1.771 -0.749
Br 0.883 3.336 -0.647
C -1.423 1.731 -0.556
C -2.110 0.532 -0.555
P -2.991 -0.767 -0.654
H -1.073 -2.993 0.941
H 0.442 -0.475 2.221
H 2.528 -0.620 -0.002
H 1.901 1.018 0.788
H -0.008 -0.416 -1.163
H 1.353 0.806 -1.809
H -2.122 2.559 -0.569
*
```

***

Record 2
ORCA calculation (ωB97M-V with the def2-TZVPD basis set) on C3H8N2O2 as an isolated structure.

Summary:
LUMO in eV: -2.71
E_HOMO in eV: -7.639
ΔE to the lowest compared entry with this formula, charge and spin in kJ/mol: 927.3
Gap between HOMO and LUMO in eV: 4.93

Geometry as ORCA input:
```
! wB97M-V def2-TZVPD RIJCOSX def2/J DEFGRID3
* xyz 0 1
C -0.833 -0.429 -0.674
C -0.640 0.686 0.289
N -1.759 0.374 1.257
C -2.467 -0.335 0.416
N -2.099 -0.534 -0.963
H 0.167 -0.749 -1.003
H -0.948 1.621 -0.195
H -1.910 -0.841 1.490
H -3.560 -0.290 0.513
H 0.374 0.763 0.694
H 2.472 1.579 -1.095
O 1.986 0.896 -0.634
H 3.737 -1.519 -0.157
H 2.500 -0.131 -0.181
O 2.981 -1.091 0.242
*
```

***

Record 3
ORCA calculation (ωB97M-V with the def2-TZVPD basis set) on C6H17AgClNO3 as an isolated structure.

Summary:
LUMO (spin up / spin down) in eV: -4.21 / -7.85
E_HOMO (spin up / spin down) in eV: -13.151 / -13.080
ΔE to the lowest compared entry with this formula, charge and spin in kJ/mol: 366.7
Expectation value of S²: 0.76
Gap between HOMO and LUMO (spin up / spin down) in eV: 8.94 / 5.23

Geometry as ORCA input:
```
! wB97M-V def2-TZVPD RIJCOSX def2/J DEFGRID3
* xyz 1 2
Ag -3.631 -0.618 -1.092
Cl -2.218 -1.221 0.207
C -0.008 0.210 -0.677
C 1.314 -0.281 -0.306
C 1.901 -1.411 -1.224
O 1.120 -2.536 -1.578
C 0.833 -3.507 -0.662
N 2.180 0.917 -0.201
H 0.050 0.728 -1.634
H -0.362 0.911 0.079
H -0.730 -0.604 -0.750
H 1.312 -0.839 0.631
H 2.913 -1.666 -0.911
H 2.139 -0.918 -2.167
H 1.661 -3.962 -0.119
H 0.437 -4.273 -1.329
H 0.000 -3.209 -0.025
H 1.921 1.367 0.665
H 2.269 1.533 -0.996
C -1.220 2.597 0.644
C -1.349 1.362 1.589
O -0.108 0.985 2.037
O -2.511 3.040 0.305
H -0.770 2.229 -0.278
H -0.644 3.408 1.090
H -1.827 0.468 1.190
H -1.908 1.584 2.498
H -0.001 0.031 2.033
H -2.760 3.672 0.984
*
```

***

Record 4
ORCA calculation (ωB97M-V with the def2-TZVPD basis set) on one molecule with the formula C6H10N2O.

Summary:
LUMO in eV: 0.72
E_HOMO in eV: -8.677
ΔE to the lowest compared entry with this formula, charge and spin in kJ/mol: 257.4
Gap between HOMO and LUMO in eV: 9.40
SMILES: C=CN(C=O)N=C(C)C

Geometry as ORCA input:
```
! wB97M-V def2-TZVPD RIJCOSX def2/J DEFGRID3
* xyz 0 1
C -0.705 -2.379 -0.795
C -0.853 -1.073 -0.536
N -0.105 -0.385 0.433
C 0.259 -1.052 1.557
O 0.183 -2.238 1.833
N -0.123 1.013 0.597
C 0.161 1.616 -0.508
C 0.709 1.014 -1.720
C 0.258 3.135 -0.323
H -1.340 -2.893 -1.489
H 0.200 -2.995 -0.397
H -1.684 -0.617 -1.062
H 0.640 -0.334 2.329
H 1.369 1.702 -2.252
H 1.268 0.035 -1.474
H -0.105 0.669 -2.507
H -0.278 3.411 0.607
H -0.186 3.437 -1.267
H 1.274 3.532 -0.412
*
```

***

Record 5
ORCA calculation (ωB97M-V with the def2-TZVPD basis set) on C18H10Cl5N5ScSe as an isolated structure.

Summary:
LUMO in eV: -4.29
E_HOMO in eV: -10.911
ΔE to the lowest compared entry with this formula, charge and spin in kJ/mol: 159.2
Gap between HOMO and LUMO in eV: 6.62

Geometry as ORCA input:
```
! wB97M-V def2-TZVPD RIJCOSX def2/J DEFGRID3
* xyz 1 1
Sc -0.056 -0.299 -0.064
Cl 2.894 0.378 -0.076
C 2.040 1.895 -0.205
C 0.659 1.757 -0.390
C -0.048 2.962 -0.360
Cl -1.764 2.834 -0.490
C 0.542 4.211 -0.190
Cl -0.412 5.634 -0.105
C 1.933 4.286 -0.065
Cl 2.688 5.803 0.152
C 2.697 3.112 -0.068
Cl 4.400 3.181 0.108
N -4.475 0.042 0.574
C -3.547 -0.239 -0.346
N -2.355 -0.260 0.230
C -2.629 0.028 1.551
N -3.911 0.204 1.761
C -1.604 0.094 2.580
C -1.913 0.010 3.941
N -0.965 -0.040 4.852
C 0.291 0.012 4.446
C 0.619 0.166 3.102
N -0.328 0.197 2.160
H -5.478 0.138 0.468
H -3.768 -0.422 -1.381
H -2.938 -0.032 4.285
H 1.060 -0.076 5.200
H 1.644 0.256 2.765
Se 0.538 -2.538 0.984
C 0.248 -4.374 0.358
C 0.898 -4.865 -0.762
C 0.709 -6.190 -1.118
C -0.116 -7.010 -0.369
C -0.740 -6.510 0.763
C -0.558 -5.191 1.135
H 1.556 -4.225 -1.334
H 1.225 -6.587 -1.976
H -0.268 -8.040 -0.660
H -1.359 -7.156 1.367
H -1.025 -4.795 2.029
*
```

***

Record 6
ORCA calculation (ωB97M-V with the def2-TZVPD basis set) on C5H6O as an isolated structure.

Summary:
LUMO in eV: 0.80
E_HOMO in eV: -8.394
ΔE to the lowest compared entry with this formula, charge and spin in kJ/mol: 406.5
Gap between HOMO and LUMO in eV: 9.20

Geometry as ORCA input:
```
! wB97M-V def2-TZVPD RIJCOSX def2/J DEFGRID3
* xyz 0 1
C -1.048 0.936 0.239
C -0.371 -0.391 0.489
O -0.793 -1.347 1.082
C 0.479 -0.845 -1.249
C 1.353 -0.424 -0.271
C 1.458 0.070 0.872
H -2.005 0.743 -0.254
H -0.443 1.606 -0.371
H -1.252 1.406 1.206
H 0.306 -0.213 -2.117
H 0.283 -1.907 -1.354
H 2.034 0.367 1.728
*
```

***

Record 7
ORCA calculation (ωB97M-V with the def2-TZVPD basis set) on one molecule with the formula C6H10Cl2.

Summary:
LUMO in eV: 0.76
E_HOMO in eV: -8.820
ΔE to the lowest compared entry with this formula, charge and spin in kJ/mol: 216.3
Gap between HOMO and LUMO in eV: 9.58
SMILES: CC(=C(Cl)Cl)C(C)C

Geometry as ORCA input:
```
! wB97M-V def2-TZVPD RIJCOSX def2/J DEFGRID3
* xyz 0 1
C 0.967 1.818 -0.192
C 0.729 0.404 -0.012
C 1.709 -0.549 -0.039
Cl 1.440 -2.236 -0.062
Cl 3.442 -0.206 0.062
C -0.702 -0.148 0.098
C -1.006 -0.656 1.445
C -1.154 -0.826 -1.248
H 1.920 2.252 -0.678
H 0.642 2.351 0.868
H 0.010 2.265 -0.890
H -1.303 0.717 -0.042
H -0.465 0.204 2.129
H -0.317 -1.543 1.764
H -2.032 -0.789 1.573
H -1.095 -0.190 -2.112
H -2.206 -1.084 -1.116
H -0.578 -1.783 -1.548
*
```

***

Record 8
ORCA calculation (ωB97M-V with the def2-TZVPD basis set) on a 2-piece molecular cluster, C4H12O3S2Si overall.

Summary:
LUMO (spin up / spin down) in eV: 0.13 / 0.27
E_HOMO (spin up / spin down) in eV: -7.722 / -7.398
ΔE to the lowest compared entry with this formula, charge and spin in kJ/mol: 234.2
Gap between HOMO and LUMO (spin up / spin down) in eV: 7.85 / 7.66

Geometry as ORCA input:
```
! wB97M-V def2-TZVPD RIJCOSX def2/J DEFGRID3
* xyz 0 1
C -0.093 1.794 -1.139
C -1.494 -1.362 1.058
C 0.303 1.122 0.108
C -1.706 -0.390 -0.048
O 1.508 -1.428 -0.720
O 1.948 -0.850 1.627
O 3.094 0.758 -0.221
Si 1.727 -0.116 0.150
S -3.238 0.589 -0.048
S -1.431 -1.026 -1.647
H -0.789 2.584 -0.891
H -0.495 1.083 -1.805
H 0.817 2.133 -1.716
H -2.107 -2.323 1.234
H -1.601 -0.715 1.848
H -0.481 -1.827 0.820
H 0.048 1.677 1.034
H 2.025 -2.159 -1.017
H 2.509 -0.675 2.406
H 3.025 1.366 -1.000
H -3.279 1.155 1.146
H -0.290 -1.391 -1.179
*
```

***

Record 9
ORCA calculation (ωB97M-V with the def2-TZVPD basis set) on a 4-piece molecular cluster, C4H15NO3 overall.

Summary:
LUMO in eV: 0.68
E_HOMO in eV: -9.700
ΔE to the lowest compared entry with this formula, charge and spin in kJ/mol: 287.1
Gap between HOMO and LUMO in eV: 10.38
SMILES: C=NCCC.O.O.O

Geometry as ORCA input:
```
! wB97M-V def2-TZVPD RIJCOSX def2/J DEFGRID3
* xyz 0 1
C 0.100 0.650 -2.926
N -1.204 0.883 -2.926
C -1.830 1.024 -1.579
C -2.820 -0.118 -1.339
C -2.214 -1.389 -0.842
H 0.707 0.640 -2.003
H 0.679 0.311 -3.852
H -1.097 1.210 -0.761
H -2.319 1.996 -1.549
H -3.609 0.336 -0.663
H -3.445 -0.443 -2.155
H -2.218 -1.418 0.153
H -2.726 -2.324 -1.264
H -1.189 -1.675 -1.367
O 6.919 0.546 -1.856
H 7.108 0.168 -0.988
H 6.217 -0.112 -2.206
O -1.244 -0.947 3.386
H -1.969 -0.871 3.981
H -0.543 -0.987 4.019
O 0.759 -0.129 5.652
H 0.793 0.764 5.483
H 1.141 -0.539 6.313
*
```

***

Record 10
ORCA calculation (ωB97M-V with the def2-TZVPD basis set) on C13H18AuCl3N5 as an isolated structure.

Summary:
LUMO in eV: -12.18
E_HOMO in eV: -19.265
ΔE to the lowest compared entry with this formula, charge and spin in kJ/mol: 0.0
Gap between HOMO and LUMO in eV: 7.09

Geometry as ORCA input:
```
! wB97M-V def2-TZVPD RIJCOSX def2/J DEFGRID3
* xyz 3 1
Au -0.204 0.024 -0.845
C -1.852 -0.451 1.597
C -1.947 1.051 1.324
N -1.464 1.495 -0.064
C -0.651 2.769 -0.001
C 0.796 2.444 0.283
C 1.743 3.267 0.855
C 3.063 2.822 0.913
C 3.434 1.583 0.393
C 2.458 0.788 -0.171
C 2.649 -0.519 -0.902
N 1.379 -1.337 -0.834
C 1.304 -2.176 0.450
C -0.071 -2.219 1.120
N -0.456 -0.865 1.505
N 1.192 1.245 -0.185
H -2.441 -1.017 0.871
H -2.304 -0.633 2.576
H -1.326 1.587 2.043
H -2.970 1.410 1.435
H -2.281 1.670 -0.647
H -1.086 3.442 0.738
H -0.709 3.257 -0.977
H 1.465 4.241 1.237
H 3.818 3.456 1.363
H 4.464 1.253 0.418
H 3.480 -1.106 -0.510
H 2.856 -0.300 -1.952
H 1.365 -1.971 -1.632
H 2.025 -1.733 1.139
H 1.655 -3.176 0.198
H -0.002 -2.916 1.960
H -0.824 -2.624 0.439
H 0.099 -0.514 2.278
Cl -2.648 -4.174 -3.255
C -3.404 -2.612 -2.941
Cl -3.819 -1.763 -4.425
Cl -4.775 -2.749 -1.840
C -2.396 -1.791 -2.250
N -1.615 -1.157 -1.703
*
```

***

Record 11
ORCA calculation (ωB97M-V with the def2-TZVPD basis set) on C16H42IN13O20P as an isolated structure.

Summary:
LUMO in eV: -3.97
E_HOMO in eV: -11.661
Gap between HOMO and LUMO in eV: 7.69

Geometry as ORCA input:
```
! wB97M-V def2-TZVPD RIJCOSX def2/J DEFGRID3
* xyz 1 1
C -4.049 3.124 -1.697
O -4.291 2.681 -0.362
C -3.626 3.391 0.611
N -2.887 2.416 1.468
C -1.842 1.608 0.750
C -0.608 1.986 1.532
C 0.580 1.065 1.273
C 0.473 -0.276 1.941
O -0.317 -0.588 2.781
I 1.893 -1.699 1.197
P 0.040 3.680 1.152
N 0.765 3.714 -0.222
N -1.149 2.120 2.924
C -2.362 2.783 2.615
N -2.955 3.658 3.468
H -3.009 2.973 -1.987
H -4.679 2.523 -2.342
H -4.339 4.165 -1.827
H -4.327 3.933 1.241
H -2.900 4.095 0.194
H -2.086 0.567 0.941
H -1.705 1.868 -0.293
H 0.599 0.872 0.200
H 1.546 1.508 1.514
H 0.848 3.897 2.281
H -1.044 4.574 1.296
H 0.389 4.414 -0.849
H -1.472 1.230 3.321
H -2.556 4.560 3.661
H -3.822 3.418 3.918
C -3.383 -2.078 -1.943
N -2.414 -0.982 -2.205
O -2.078 -0.310 -1.240
O -1.982 -0.843 -3.322
H -3.662 -2.041 -0.899
H -4.238 -1.937 -2.597
H -2.873 -3.007 -2.178
C -0.628 -3.942 0.699
N -1.666 -4.921 0.271
O -1.398 -6.095 0.252
O -2.752 -4.438 -0.010
H 0.275 -4.458 0.998
H -0.474 -3.262 -0.134
H -1.037 -3.418 1.548
C 0.955 -6.489 4.670
N 0.455 -5.718 3.506
O -0.587 -5.095 3.627
O 1.111 -5.749 2.488
H 0.254 -6.363 5.485
H 1.027 -7.527 4.361
H 1.926 -6.091 4.939
C 1.992 1.929 -3.421
N 1.347 3.102 -4.073
O 0.677 3.834 -3.375
O 1.538 3.246 -5.259
H 1.729 1.952 -2.369
H 1.618 1.039 -3.917
H 3.062 2.028 -3.569
C 0.501 4.002 -8.157
N 0.480 2.942 -9.198
O -0.330 2.048 -9.095
O 1.293 3.046 -10.097
H -0.268 3.787 -7.426
H 1.487 3.990 -7.704
H 0.315 4.948 -8.657
C 5.267 -4.610 6.586
N 4.305 -5.739 6.740
O 3.115 -5.465 6.804
O 4.756 -6.857 6.790
H 4.676 -3.638 6.560
H 5.941 -4.651 7.446
H 5.815 -4.779 5.669
C 2.175 -2.674 5.116
N 3.245 -3.626 4.706
O 4.286 -3.671 5.385
O 3.023 -4.297 3.712
H 2.504 -2.142 6.000
H 2.029 -2.010 4.269
H 1.277 -3.253 5.310
C -2.845 -2.660 2.965
N -3.400 -1.341 2.556
O -3.874 -0.618 3.407
O -3.340 -1.054 1.373
H -2.974 -2.763 4.035
H -3.395 -3.422 2.419
H -1.801 -2.664 2.686
C 3.579 5.742 -9.680
N 3.830 5.845 -8.215
O 3.552 4.884 -7.523
O 4.298 6.882 -7.804
H 3.158 4.765 -9.891
H 2.889 6.538 -9.943
H 4.532 5.887 -10.179
*
```

***

Record 12
ORCA calculation (ωB97M-V with the def2-TZVPD basis set) on C44H35Cl3IN4O2PPbS3 as an isolated structure.

Summary:
LUMO in eV: -0.59
E_HOMO in eV: -7.498
ΔE to the lowest compared entry with this formula, charge and spin in kJ/mol: 69.9
Gap between HOMO and LUMO in eV: 6.91

Geometry as ORCA input:
```
! wB97M-V def2-TZVPD RIJCOSX def2/J DEFGRID3
* xyz 0 1
Pb 0.366 -0.234 0.007
C 3.603 -2.129 4.414
S 3.229 -3.281 3.064
C 2.437 -2.274 1.867
S 1.872 -0.695 2.250
N 2.399 -2.893 0.716
N 1.768 -2.288 -0.309
C 1.984 -2.759 -1.482
C 1.415 -2.114 -2.656
C 1.691 -2.589 -3.937
C 1.241 -1.872 -5.034
C 0.513 -0.711 -4.822
C 0.231 -0.332 -3.516
N 0.670 -1.014 -2.465
H 3.744 -2.729 5.309
H 4.514 -1.589 4.170
H 2.773 -1.439 4.538
H 2.653 -3.606 -1.619
H 2.275 -3.492 -4.058
H 1.463 -2.207 -6.039
H 0.173 -0.099 -5.644
H -0.355 0.558 -3.302
I -1.947 -1.786 2.055
C -3.923 -0.993 2.180
C -4.925 -1.879 1.901
C -6.258 -1.566 2.227
C -6.528 -0.431 2.931
C -5.509 0.507 3.217
C -5.792 1.651 3.992
C -4.826 2.581 4.245
C -3.576 2.453 3.623
C -3.247 1.361 2.854
P -1.708 1.497 1.815
C -2.112 3.192 1.220
C -2.988 3.220 0.136
C -3.328 4.420 -0.462
C -2.778 5.605 0.005
C -1.904 5.585 1.079
C -1.577 4.383 1.691
C -0.492 1.752 3.159
C -0.680 1.191 4.422
C 0.260 1.389 5.422
C 1.395 2.143 5.164
C 1.622 2.646 3.892
C 0.691 2.442 2.885
C -4.180 0.293 2.732
H -4.690 -2.842 1.471
H -7.042 -2.267 1.978
H -7.530 -0.222 3.285
H -6.794 1.765 4.386
H -5.030 3.440 4.871
H -2.852 3.247 3.735
H -3.366 2.287 -0.268
H -3.985 4.430 -1.321
H -3.015 6.543 -0.479
H -1.451 6.506 1.423
H -0.880 4.384 2.519
H -1.561 0.599 4.628
H 0.105 0.953 6.400
H 2.113 2.322 5.955
H 2.533 3.195 3.689
H 0.874 2.807 1.878
N 2.329 0.815 -0.695
S 3.759 0.708 -0.032
C 4.866 -0.030 -1.256
C 6.164 -0.302 -0.848
C 7.040 -0.902 -1.738
C 6.610 -1.218 -3.021
C 5.308 -0.944 -3.414
C 4.423 -0.349 -2.526
C 4.461 2.366 -0.053
C 4.934 2.989 -1.197
C 5.409 4.287 -1.100
C 5.379 4.961 0.113
C 4.882 4.335 1.247
C 4.442 3.024 1.168
H 2.270 1.482 -1.458
H 6.471 -0.046 0.159
H 8.051 -1.129 -1.429
H 7.295 -1.684 -3.716
H 4.976 -1.199 -4.411
H 3.398 -0.143 -2.807
H 4.935 2.480 -2.152
H 5.805 4.775 -1.981
H 5.734 5.981 0.175
H 4.841 4.866 2.189
H 4.077 2.496 2.041
Cl 1.638 4.639 -0.604
C 0.795 3.980 -2.009
Cl 2.012 3.261 -3.111
Cl -0.038 5.279 -2.859
C -0.197 2.766 -1.644
O -0.938 2.433 -2.560
O -0.021 2.292 -0.502
*
```

***

What E_tot values result from the calculations? In sequence: -91245.8099, -10307.3416, -30638.8468, -11409.4200, -174932.8823, -7325.0710, -31426.8010, -40033.5324, -12021.2432, -62453.3286, -94946.3561, -148961.8142 eV.
What max |F| values result from the calculations? In sequence: 4.02, 7.76, 6.57, 3.54, 1.20, 0.65, 5.61, 3.48, 7.11, 0.51, 12.22, 1.07 eV/A.